[1]
C34H27AsCoN2OS2 as an isolated structure, computed with wB97M-V/def2-TZVPD.

```
! RIJCOSX wB97M-V def2-TZVPD def2/J DEFGRID3
* xyz 1 1
Co -0.1803 0.2757 0.3773
C -0.9611 4.4569 1.2061
C -1.2135 3.0565 0.7494
N -0.1345 2.2443 0.5575
N 1.0417 2.7934 0.7116
C 2.1146 2.0879 0.5843
S 1.9877 0.3243 0.4553
S 3.6717 2.8656 0.5770
C 3.9931 2.8917 -1.2579
C 3.4206 4.1784 -1.7387
C 2.0971 4.2599 -2.1651
C 1.5529 5.4827 -2.5100
C 2.3177 6.6373 -2.4183
C 3.6454 6.5587 -2.0256
C 4.1921 5.3384 -1.6821
C -2.5373 2.6054 0.5474
C -3.6351 3.4906 0.5768
C -4.9348 3.0453 0.4316
C -5.2091 1.6871 0.3000
C -4.1643 0.7803 0.2547
C -2.8370 1.2150 0.3126
O -1.8735 0.3519 0.1316
H 0.0555 4.5533 1.5799
H -1.6613 4.7401 1.9894
H -1.0852 5.1404 0.3652
H 3.5163 2.0105 -1.6785
H 5.0732 2.8380 -1.3668
H 1.4988 3.3618 -2.2397
H 0.5292 5.5402 -2.8505
H 1.8817 7.5961 -2.6558
H 4.2520 7.4501 -1.9805
H 5.2247 5.2739 -1.3728
H -3.4513 4.5480 0.6746
H -5.7407 3.7608 0.4109
H -6.2261 1.3401 0.2043
H -4.3388 -0.2779 0.1277
C -4.2461 -4.4013 0.2671
C -3.4361 -4.5565 1.3790
C -2.2504 -3.8484 1.4813
C -1.8758 -2.9830 0.4597
C -2.7048 -2.8042 -0.6427
C -3.8870 -3.5167 -0.7393
As -0.1544 -2.0648 0.4837
C 0.8085 -3.1244 -0.8296
C 0.7045 -3.0577 -2.2084
C 1.4255 -3.9517 -2.9877
C 2.2443 -4.8927 -2.3846
C 2.3605 -4.9518 -1.0067
C 1.6476 -4.0664 -0.2076
C 1.6823 -4.0002 1.2559
C 2.4504 -4.7947 2.0959
C 2.4032 -4.6017 3.4670
C 1.6019 -3.6144 4.0185
C 0.8239 -2.8136 3.1964
C 0.8545 -3.0169 1.8260
H -5.1583 -4.9717 0.1820
H -3.7241 -5.2336 2.1698
H -1.6134 -3.9711 2.3512
H -2.4176 -2.1035 -1.4222
H -4.5272 -3.3887 -1.5996
H 0.0722 -2.3097 -2.6745
H 1.3497 -3.9086 -4.0631
H 2.8036 -5.5834 -2.9977
H 3.0079 -5.6890 -0.5578
H 3.0872 -5.5644 1.6874
H 3.0029 -5.2233 4.1134
H 1.5839 -3.4640 5.0872
H 0.2000 -2.0315 3.6182
*
```

Results
- HOMO energy (alpha / beta) (eV) = -10.820 / -10.824
- energy (eV) = -160852.5522

---

[2]
A 8-piece molecular cluster, C6H29NO8 overall, computed with wB97M-V/def2-TZVPD.

```
! RIJCOSX wB97M-V def2-TZVPD def2/J DEFGRID3
* xyz 0 1
C 1.7710 -1.9401 2.0223
C 1.2211 -0.5404 2.0794
N 1.4966 0.1950 0.8259
C 0.3221 0.2584 -0.1104
C -0.4774 1.6080 0.3854
C -1.8693 1.7570 -0.2976
C 0.9670 0.2547 -1.5679
O 0.1237 0.9442 -2.4571
H 0.9059 -2.4461 2.5575
H 2.8884 -2.1314 2.3141
H 1.6912 -2.3781 0.9629
H 0.1838 -0.4425 2.3906
H 1.7489 0.0229 2.9328
H 2.3418 -0.0977 0.4181
H -0.5870 -0.4593 0.0180
H -0.5454 1.5735 1.5527
H 0.2626 2.4555 0.2017
H -2.0739 1.0259 -1.0584
H -2.2257 2.8093 -0.4860
H -2.7634 1.8795 0.3494
H 1.9613 0.6886 -1.7148
H 0.9153 -0.8400 -1.9308
H -0.3264 1.6956 -2.0620
O -3.4376 -1.6999 0.2025
H -2.8332 -1.5413 -0.5558
H -4.2541 -1.9252 -0.4893
O 3.2372 2.0132 3.1445
H 2.3332 2.5050 2.8893
H 3.0363 1.5245 3.9666
O -0.3161 4.6214 0.5100
H 0.3028 3.8713 0.5415
H -0.6254 4.9220 1.4390
O -1.4319 -2.0079 -1.6642
H -1.4829 -1.5314 -2.4590
H -1.8159 -2.8678 -1.5972
O 0.0342 -3.6194 -2.9042
H 0.8754 -3.5014 -2.4747
H -0.1839 -2.9066 -3.5065
O 2.4552 -1.6287 -3.9586
H 3.2425 -1.3928 -3.5880
H 1.8208 -0.8502 -3.9143
O -2.6665 0.1327 2.6071
H -3.4035 -0.4811 2.8568
H -2.8192 0.4711 1.6287
*
```

Results
- HOMO energy (eV) = -8.494
- energy (eV) = -24557.8047
- energy relative to the best compared isomer or geometry (same formula, charge and spin) (eV) = 6.701
- SMILES = CCN[C@@H](CC)CO.O.O.O.O.O.O.O

---

[3]
One molecule with the formula C6H10O, computed with wB97M-V/def2-TZVPD.

```
! RIJCOSX wB97M-V def2-TZVPD def2/J DEFGRID3
* xyz 0 1
C -1.7266 1.3632 0.2655
C -1.4542 0.2896 1.0003
C -0.9136 -1.0236 0.4931
C 0.5868 -0.9854 0.1601
C 1.0015 -0.3742 -1.1879
C 1.8110 0.6031 -0.3286
O 1.3265 0.0128 0.8857
H -1.5939 1.3758 -0.8133
H -2.0847 2.2808 0.7234
H -1.6066 0.3517 2.0741
H -1.4519 -1.3260 -0.4135
H -1.1064 -1.8069 1.2335
H 1.0251 -1.9771 0.3348
H 1.5762 -1.0331 -1.8436
H 0.1808 0.0769 -1.7520
H 2.9008 0.5125 -0.4192
H 1.5294 1.6599 -0.4124
*
```

Results
- HOMO energy (eV) = -9.524
- energy (eV) = -8429.7338
- energy relative to the best compared isomer or geometry (same formula, charge and spin) (eV) = 1.507
- SMILES = C=CC[C@H]1CCO1

---

[4]
One molecule with the formula C5H6, computed with wB97M-V/def2-TZVPD.

```
! RIJCOSX wB97M-V def2-TZVPD def2/J DEFGRID3
* xyz 0 1
C 2.6003 -0.3794 -0.1848
C 1.4389 -0.6108 -0.5127
C 0.1946 -0.9980 -0.9149
C -1.0031 -0.4884 -0.2169
C -0.9759 0.9052 0.4201
H 3.6593 -0.3250 -0.0334
H -0.7232 1.6642 -0.3298
H -1.8894 -0.6269 -0.8470
H -1.1086 -1.2674 0.5670
H -1.9603 1.1571 0.8308
H -0.2325 0.9694 1.2216
*
```

Results
- HOMO energy (alpha / beta) (eV) = -8.093 / -8.098
- energy (eV) = -5277.0958
- energy relative to the best compared isomer or geometry (same formula, charge and spin) (eV) = 4.103

---

[5]
A 10-piece molecular cluster, C6H33NO10 overall, computed with wB97M-V/def2-TZVPD.

```
! RIJCOSX wB97M-V def2-TZVPD def2/J DEFGRID3
* xyz 1 2
C 1.0348 2.9295 1.3221
C 0.8722 1.3863 1.4578
N 0.0821 0.8942 0.4065
C -2.1272 -1.6622 2.1740
C -1.7246 -0.4894 1.3230
C -0.4228 -0.5031 0.5557
C -0.6652 -1.1063 -0.8400
O -0.7420 -2.4389 -0.6941
H 1.9262 3.2319 1.8392
H 0.1098 3.3423 1.6512
H 1.1788 3.1886 0.2592
H 1.9352 0.9763 1.7703
H 0.3982 1.2448 2.4483
H 0.6295 1.0147 -0.4818
H -1.2365 -1.8445 2.7606
H -2.5123 -2.5874 1.6474
H -3.0090 -1.6442 2.7847
H -1.7815 0.5431 1.9025
H -2.6259 -0.2875 0.5601
H 0.1977 -1.2378 1.0193
H -1.6423 -0.7482 -1.2471
H -0.0488 -0.7568 -1.6154
H -0.0304 -2.8233 -0.0745
H 1.8708 2.1793 -1.5588
H 1.6017 2.8076 -2.9098
O 2.3577 2.5954 -2.2995
H -3.7526 -2.3053 -1.3766
H -2.5306 -2.0077 -0.5630
O -3.5264 -1.7370 -0.6431
H -0.7444 1.6921 -2.4523
H -0.9542 3.2863 -2.3631
O -0.3884 2.5313 -2.7637
H -3.0810 1.4796 -1.1094
H -3.7765 0.0688 -1.4483
O -3.3148 0.8669 -1.7163
H -2.3890 3.3800 0.6172
H -1.3207 2.4733 -0.0048
O -2.2432 2.8394 -0.2617
H 3.9338 -1.3420 1.3140
H 2.7655 -0.3174 1.2402
O 2.9782 -1.1819 1.7445
H 2.2219 -3.1826 -0.8224
H 2.9132 -2.9019 -2.0411
O 3.0567 -3.2532 -1.1855
H 3.1848 0.9229 -1.7351
H 3.8228 -0.4015 -1.7028
O 3.5194 0.3153 -1.1581
H 1.0518 -3.7715 1.7815
H 1.6523 -2.4460 1.4011
O 1.2948 -3.2122 1.0881
*
```

Results
- HOMO energy (alpha / beta) (eV) = -13.788 / -13.775
- energy (eV) = -28710.7387
- energy relative to the best compared isomer or geometry (same formula, charge and spin) (eV) = 4.881
- expectation value of S² = 0.76

---

[6]
BrHNO2S as an isolated structure, computed with wB97M-V/def2-TZVPD.

```
! RIJCOSX wB97M-V def2-TZVPD def2/J DEFGRID3
* xyz -1 1
N -0.2708 0.6966 -0.5101
O 1.0897 0.2195 1.7090
O 0.8745 -1.7034 0.1210
S 0.1774 -0.6090 0.8573
Br -1.9867 0.1766 -0.8585
H 0.1159 1.2197 -1.3188
*
```

Results
- HOMO energy (eV) = -4.026
- energy (eV) = -86478.8809
- energy relative to the best compared isomer or geometry (same formula, charge and spin) (eV) = 0.499

---

[7]
A 2-piece molecular cluster, CH5N2O3S overall, computed with wB97M-V/def2-TZVPD.

```
! RIJCOSX wB97M-V def2-TZVPD def2/J DEFGRID3
* xyz 1 1
C 0.2434 0.6178 -0.2612
N 0.2504 1.3139 0.8538
N 0.8491 1.0009 -1.3192
O -1.1516 -1.4783 2.3252
O -0.2634 -1.3712 -1.3374
O -0.4292 -0.5248 -0.2142
S -0.7097 -2.8460 2.2410
H 0.3619 2.2754 0.8130
H -0.3097 0.9838 1.5699
H 1.0285 1.9747 -1.5360
H 0.7704 0.2165 -2.0248
H -0.6401 -2.1627 -1.1102
*
```

Results
- HOMO energy (alpha / beta) (eV) = -12.522 / -12.505
- energy (eV) = -21064.7037
- energy relative to the best compared isomer or geometry (same formula, charge and spin) (eV) = 0.264

---

[8]
A 2-piece molecular cluster, C4H4Br2N2 overall, computed with wB97M-V/def2-TZVPD.

```
! RIJCOSX wB97M-V def2-TZVPD def2/J DEFGRID3
* xyz 0 1
C -1.4387 -1.8258 0.0664
C -0.6348 -0.7692 0.0066
N 0.7623 -0.7228 0.1000
N 1.1240 0.4886 0.2025
C 0.1282 1.3689 -0.0210
C -1.0944 0.6648 -0.0326
Br -2.9030 1.2694 -0.1208
H -2.4632 -1.6623 -0.0577
H -1.2448 -2.8434 0.1404
H 0.2735 2.3811 0.1091
Br 4.4774 0.7236 -0.3223
H 3.0132 0.9270 -0.0705
*
```

Results
- HOMO energy (alpha / beta) (eV) = -9.876 / -9.877
- energy (eV) = -147275.1593
- energy relative to the best compared isomer or geometry (same formula, charge and spin) (eV) = 0.437
- SMILES = C=C1N=NC=C1Br.Br